This record from OMol25 describes one molecule with the formula C5H7NO. The level of theory is ωB97M-V/def2-TZVPD.

Output
Net charge = 0
Kohn-Sham gap = 8.331 eV
ΔE to the lowest compared entry with this formula, charge and spin = 4.1067 eV
Lowest unoccupied orbital energy = 0.017 Eh
Electronic energy = -8832.0961 eV

Each line ends with the natural charge from an NBO analysis.
Atoms and positions in Å:
1 C -2.3365 -0.0088 -0.1080  -0.62
2 C -0.8885 -0.3773 -0.2107  -0.24
3 C -0.3768 -1.5603 -0.6618  -0.03
4 O 1.1249 -1.2837 -0.6058  -0.45
5 C 1.4091 -0.1134 -0.1448  0.64
6 N 2.7037 0.2781 -0.0753  -0.78
7 C 0.2181 0.5823 0.2448  -0.59
8 H -2.6318 0.4210 0.8581  0.20
9 H -2.9487 -0.8962 -0.2779  0.24
10 H -2.5892 0.7272 -0.8777  0.21
11 H -0.1828 0.0109 1.1424  0.36
12 H 3.3902 -0.4558 -0.1905  0.41
13 H 2.9598 1.0170 0.5630  0.40
14 H 0.1485 1.6590 0.3441  0.25

***

This record from OMol25 describes C36H40N3PRbS2SbSe4 as an isolated structure. The level of theory is ωB97M-V/def2-TZVPD.

Output
Net charge = -2
Kohn-Sham gap = 4.077 eV
ΔE to the lowest compared entry with this formula, charge and spin = 0.8946 eV
Lowest unoccupied orbital energy = 0.117 Eh
Electronic energy = -341991.8897 eV

Each line ends with the Löwdin charge.
Atoms and positions in Å:
1 Rb -0.3125 0.8328 -0.1681  0.25
2 C -2.5033 -2.5143 0.0000  -0.21
3 C -2.0372 -2.7473 1.4579  -0.21
4 N -1.1517 -1.7249 1.9471  -0.08
5 C -1.2876 -1.2469 3.2935  -0.30
6 C -2.6483 -0.6003 3.5784  -0.48
7 S -3.2245 0.6281 2.3753  0.88
8 C -4.3519 -0.3573 1.3413  -0.46
9 C -3.9614 -0.5041 -0.1275  -0.29
10 N -2.6866 -1.1323 -0.3528  -0.12
11 H -3.4151 -3.1188 -0.1605  0.12
12 H -1.7514 -2.9275 -0.6752  0.08
13 H -1.6030 -3.7607 1.5087  0.11
14 H -2.9063 -2.7751 2.1182  0.09
15 H -0.1987 -1.7739 1.6237  0.10
16 H -0.5135 -0.4906 3.4308  0.08
17 H -1.1399 -2.0275 4.0660  0.11
18 H -2.5868 -0.0922 4.5441  0.06
19 H -3.4355 -1.3495 3.6882  0.06
20 H -5.3306 0.1256 1.3769  0.06
21 H -4.4726 -1.3344 1.8118  0.06
22 H -3.9131 0.4834 -0.5937  0.11
23 H -4.7935 -1.0494 -0.6144  0.11
24 H -2.3382 -0.9036 -1.2756  0.02
25 Se 0.5254 4.3735 -4.8128  -0.35
26 Sb -0.0825 3.4800 -2.6256  -0.41
27 Se 1.9992 2.6709 -1.4947  -0.23
28 Se -1.6167 1.5182 -2.9903  -0.31
29 Se -1.1718 4.9361 -0.9521  -0.26
30 N 0.7802 1.3983 2.5274  -0.42
31 S 0.4572 2.8896 2.0881  0.87
32 C 1.8986 3.9509 2.1155  -0.40
33 C 2.0120 4.8889 1.1016  -0.15
34 C 3.1286 5.7182 1.0948  -0.06
35 C 4.1087 5.5855 2.0651  -0.10
36 C 3.9880 4.6220 3.0625  -0.10
37 C 2.8742 3.7988 3.0883  -0.08
38 C -0.4750 3.6969 3.4027  -0.35
39 C -0.7401 5.0605 3.3580  -0.06
40 C -1.5456 5.6275 4.3324  -0.08
41 C -2.0904 4.8403 5.3403  -0.10
42 C -1.8331 3.4783 5.3670  -0.09
43 C -1.0283 2.9027 4.3928  -0.10
44 H 1.3226 1.3937 3.3935  -0.02
45 H 1.2481 4.9549 0.3291  -0.01
46 H 3.2358 6.4437 0.2989  0.11
47 H 4.9845 6.2235 2.0386  0.09
48 H 4.7639 4.5093 3.8102  0.09
49 H 2.7739 3.0355 3.8518  0.10
50 H -0.3376 5.6650 2.5551  0.11
51 H -1.7583 6.6885 4.2937  0.10
52 H -2.7262 5.2885 6.0941  0.09
53 H -2.2710 2.8556 6.1380  0.10
54 H -0.8208 1.8397 4.3814  0.08
55 C 2.7753 -0.4547 -6.1476  -0.09
56 C 2.2792 0.4612 -5.2374  -0.05
57 C 1.6118 0.0111 -4.1006  -0.11
58 C 1.4474 -1.3506 -3.8804  -0.38
59 C 1.9492 -2.2711 -4.8041  -0.10
60 C 2.6141 -1.8236 -5.9322  -0.11
61 P 0.5365 -1.8400 -2.3824  1.08
62 C -0.4423 -3.2570 -3.0045  -0.38
63 C -0.1529 -4.6089 -2.8519  -0.10
64 C -1.0189 -5.5767 -3.3484  -0.10
65 C -2.1773 -5.2035 -4.0124  -0.11
66 C -2.4691 -3.8546 -4.1815  -0.08
67 C -1.6137 -2.8895 -3.6760  -0.09
68 C 1.8169 -2.6258 -1.3346  -0.36
69 C 1.4269 -3.3998 -0.2370  -0.13
70 C 2.3581 -3.8679 0.6762  -0.10
71 C 3.7026 -3.5537 0.5211  -0.11
72 C 4.0994 -2.7700 -0.5517  -0.08
73 C 3.1674 -2.3104 -1.4734  -0.07
74 H 3.2826 -0.1092 -7.0414  0.09
75 H 2.3634 1.5313 -5.3885  0.09
76 H 1.2221 0.7382 -3.3999  -0.03
77 H 1.8079 -3.3341 -4.6399  0.10
78 H 2.9982 -2.5377 -6.6521  0.09
79 H 0.7539 -4.9111 -2.3420  0.10
80 H -0.7805 -6.6260 -3.2179  0.09
81 H -2.8525 -5.9584 -4.3974  0.09
82 H -3.3696 -3.5514 -4.7011  0.10
83 H -1.8451 -1.8341 -3.7993  0.10
84 H 0.3778 -3.6401 -0.0927  0.09
85 H 2.0303 -4.4669 1.5180  0.10
86 H 4.4311 -3.9047 1.2417  0.09
87 H 5.1416 -2.5009 -0.6720  0.10
88 H 3.4876 -1.6835 -2.2962  0.11

***

This record from OMol25 describes one molecule with the formula C18H16FN3O3. The level of theory is ωB97M-V/def2-TZVPD.

Output
Net charge = 0
Kohn-Sham gap = 8.376 eV
Structure (SMILES) = Nc1ccc(-c2cccc3c(=O)nc(N4CCOCC4)oc23)c(F)c1
ΔE to the lowest compared entry with this formula, charge and spin = 4.1683 eV
Lowest unoccupied orbital energy = 0.004 Eh
Electronic energy = -32253.0051 eV

Each line ends with the natural charge from an NBO analysis.
Atoms and positions in Å:
1 N 2.5411 -4.4518 -2.0210  -0.83
2 C 2.4630 -3.2788 -1.2709  0.19
3 C 3.5015 -2.3861 -1.2632  -0.27
4 C 3.3459 -1.2315 -0.4924  -0.16
5 C 2.1754 -1.0465 0.3021  -0.14
6 C 2.0564 0.1166 1.2025  -0.09
7 C 3.1501 0.5210 2.0623  -0.16
8 C 3.1327 1.7022 2.7638  -0.24
9 C 1.9917 2.3952 2.7546  -0.12
10 C 0.8621 1.9860 1.9857  -0.23
11 C -0.2829 2.7946 1.9307  0.59
12 O -0.3888 3.9084 2.4329  -0.57
13 N -1.4217 2.4392 1.3330  -0.54
14 C -1.3256 1.4139 0.5892  0.74
15 N -2.3931 1.2126 -0.3674  -0.44
16 C -2.4337 0.0974 -1.3073  -0.24
17 C -3.8814 -0.4066 -1.5821  -0.07
18 O -4.6648 0.7268 -2.0831  -0.54
19 C -4.7208 1.7758 -1.1210  -0.08
20 C -3.2526 2.3462 -0.8623  -0.25
21 O -0.2337 0.6085 0.4026  -0.46
22 C 0.8413 0.9036 1.1609  0.40
23 C 1.2147 -2.2161 0.3267  0.45
24 F 0.1691 -2.1475 1.2447  -0.34
25 C 1.4070 -3.2916 -0.4092  -0.34
26 H 3.3485 -5.0502 -2.0011  0.38
27 H 1.7721 -4.9823 -2.2425  0.37
28 H 4.4250 -2.5781 -1.9051  0.23
29 H 4.0781 -0.4604 -0.5062  0.22
30 H 4.1435 0.0460 1.8570  0.22
31 H 4.0482 1.8457 3.3025  0.23
32 H 2.0423 3.3494 3.2891  0.25
33 H -1.9483 0.4360 -2.2110  0.19
34 H -1.9338 -0.6651 -0.8529  0.21
35 H -4.3009 -0.6700 -0.5589  0.17
36 H -3.8607 -1.3331 -2.1222  0.21
37 H -5.0496 1.3894 -0.1109  0.17
38 H -5.4417 2.6315 -1.3857  0.21
39 H -3.2790 3.1463 -0.0683  0.25
40 H -2.6613 2.6353 -1.7961  0.20
41 H 0.7649 -4.2316 -0.3996  0.24

***

This record from OMol25 describes a 2-piece molecular cluster, C4H4BrN overall. The level of theory is ωB97M-V/def2-TZVPD.

Output
Net charge = 0
Kohn-Sham gap (spin up / spin down) = 8.114 / 7.755 eV
ΔE to the lowest compared entry with this formula, charge and spin = 4.0658 eV
Lowest unoccupied orbital energy (spin up / spin down) = -0.045 / -0.057 Eh
Electronic energy = -75740.2938 eV

Each line ends with the natural charge from an NBO analysis.
Atoms and positions in Å:
1 C -1.1098 1.3516 0.1943  0.19
2 C 1.4606 1.0070 -0.2051  -0.25
3 C 0.1743 0.8032 0.1134  -0.12
4 C -0.7158 -1.5277 0.0445  -0.42
5 N -2.1637 1.8714 0.2658  -0.30
6 Br 2.6822 -0.5233 -0.0268  0.01
7 H 2.0441 1.8621 -0.4482  0.24
8 H 0.3296 -1.8863 -0.1437  0.22
9 H -1.4023 -1.1417 -0.7535  0.21
10 H -1.2992 -1.8165 0.9594  0.21